The following is a DFT calculation (wB97M-V/def2-TZVPD) of an isolated ion of composition C3H2F3N2 and charge +1.

Results
energy above the lowest of the compared OMol25 structures with the same formula, charge and spin	2.646	eV
Kohn-Sham gap (alpha / beta)	6.8 / 6.8	eV
E_tot	-524.053068	a.u.
total charge	+1
LUMO energy (alpha / beta)	-8.406 / -8.412	eV
HOMO level (alpha / beta)	-15.244 / -15.242	eV

Atoms and positions in Å:
C  1.007  0.337  -0.169
C  1.626  1.305  0.442
C  -1.140  -0.764  0.145
N  0.247  -0.774  -0.053
N  -1.796  0.273  0.181
F  2.312  2.281  0.127
F  -1.601  -1.979  0.308
F  -3.145  0.463  0.230
H  1.682  0.497  -1.165
H  0.807  -1.640  -0.046

The following is a DFT calculation (wB97M-V/def2-TZVPD) of a 2-piece molecular cluster, C6H12O overall.

Results
energy above the lowest of the compared OMol25 structures with the same formula, charge and spin	1.908	eV
Kohn-Sham gap	9.9	eV
SMILES	C/C=C(\C=O)CC.[H][H]
E_tot	-310.989139	a.u.
LUMO energy	0.294	eV
HOMO level	-9.611	eV

Atoms and positions in Å:
C  2.384  0.144  0.006
C  1.053  -0.512  -0.191
C  -0.100  0.034  -0.616
C  -0.238  1.473  -0.962
O  0.649  2.299  -1.012
C  -1.364  -0.798  -0.725
C  -2.045  -1.031  0.627
H  3.052  -0.134  -0.820
H  2.851  -0.221  0.928
H  2.312  1.230  0.026
H  1.023  -1.580  0.040
H  -1.281  1.775  -1.205
H  -1.124  -1.763  -1.186
H  -2.070  -0.305  -1.407
H  -2.956  -1.630  0.513
H  -1.372  -1.563  1.310
H  -2.320  -0.084  1.105
H  0.371  1.123  2.015
H  0.692  1.722  2.319

The following is a DFT calculation (wB97M-V/def2-TZVPD) of an isolated ion of composition C6H16NSSi and charge +1.

Results
energy above the lowest of the compared OMol25 structures with the same formula, charge and spin	1.438	eV
Kohn-Sham gap	8.2	eV
E_tot	-980.324730	a.u.
total charge	+1
LUMO energy	-4.593	eV
HOMO level	-12.815	eV

Atoms and positions in Å:
C  -2.462  -1.268  0.635
C  -3.102  0.069  0.478
C  -0.118  -0.318  0.637
C  1.079  -0.084  -1.987
C  2.908  -0.387  0.609
C  1.371  2.269  0.133
N  -1.090  -1.209  -0.019
Si  1.503  0.481  -0.237
S  -1.852  1.442  0.641
H  -2.286  -1.528  1.658
H  -2.972  -2.066  0.162
H  -3.730  -0.023  -0.509
H  -3.758  0.215  1.309
H  -0.273  -0.417  1.695
H  0.271  0.570  -2.308
H  1.927  0.275  -2.494
H  0.811  -1.109  -2.283
H  2.705  -1.439  0.919
H  3.854  -0.412  0.005
H  3.078  0.095  1.664
H  2.154  2.714  0.816
H  1.384  2.683  -0.926
H  0.358  2.294  0.527
H  -0.662  -2.132  -0.123
H  -1.101  -0.715  -1.006

The following is a DFT calculation (wB97M-V/def2-TZVPD) of C20H25N10O5S2Ti as an isolated structure.

Results
energy above the lowest of the compared OMol25 structures with the same formula, charge and spin	0.000	eV
Kohn-Sham gap (alpha / beta)	7.6 / 8.0	eV
multiplicity	2
E_tot	-3346.155694	a.u.
total charge	+2
LUMO energy (alpha / beta)	-6.046 / -6.058	eV
HOMO level (alpha / beta)	-13.634 / -14.009	eV

Atoms and positions in Å:
Ti  1.837  0.427  0.044
N  3.194  -1.161  -0.985
N  4.552  -1.252  -0.632
C  5.167  -0.153  -0.134
N  6.488  -0.226  -0.008
S  4.316  1.231  0.317
H  2.780  -2.085  -0.913
H  3.096  -0.845  -1.951
H  5.102  -1.939  -1.129
H  7.015  -1.052  -0.241
H  6.981  0.553  0.395
O  1.963  1.132  -1.843
N  0.957  1.766  -2.361
N  0.042  1.954  -1.524
O  0.162  1.516  -0.290
C  -1.216  2.543  -1.942
C  -2.247  2.579  -1.017
C  -3.464  3.130  -1.394
C  -3.631  3.636  -2.673
C  -2.579  3.592  -3.583
C  -1.360  3.046  -3.225
H  -2.096  2.183  -0.024
H  -4.279  3.163  -0.685
H  -4.580  4.065  -2.966
H  -2.708  3.987  -4.581
H  -0.539  3.006  -3.927
N  2.073  3.720  0.426
N  1.274  3.780  1.569
C  1.080  2.707  2.337
N  0.366  2.811  3.442
N  1.715  1.579  1.927
N  1.461  0.419  2.537
O  2.094  -0.519  1.948
O  0.675  0.238  3.428
H  2.907  4.282  0.557
H  1.544  4.066  -0.366
H  0.906  4.670  1.876
H  -0.017  3.696  3.732
H  0.142  1.980  3.970
O  0.495  -1.109  -0.313
S  0.174  -2.425  0.443
C  -0.749  -3.378  -0.719
C  -0.427  -4.723  -0.829
C  -1.149  -5.509  -1.719
C  -2.155  -4.939  -2.483
C  -2.456  -3.584  -2.367
C  -1.757  -2.791  -1.476
C  -1.102  -1.973  1.590
C  -1.796  -0.786  1.419
C  -2.797  -0.472  2.328
C  -3.081  -1.333  3.380
C  -2.364  -2.513  3.538
C  -1.360  -2.840  2.642
H  0.366  -5.152  -0.228
H  -0.920  -6.561  -1.816
H  -2.712  -5.552  -3.177
H  -3.243  -3.150  -2.968
H  -1.984  -1.738  -1.370
H  -1.553  -0.126  0.596
H  -3.365  0.442  2.212
H  -3.865  -1.083  4.082
H  -2.584  -3.178  4.362
H  -0.789  -3.753  2.759

The following is a DFT calculation (wB97M-V/def2-TZVPD) of C5H10OS as an isolated structure.

Results
energy above the lowest of the compared OMol25 structures with the same formula, charge and spin	5.021	eV
Kohn-Sham gap	8.7	eV
E_tot	-669.751910	a.u.
LUMO energy	0.805	eV
HOMO level	-7.905	eV

Atoms and positions in Å:
C  -2.871  0.108  -0.094
C  -1.353  0.286  -0.029
C  1.279  -1.127  -0.358
C  1.822  -0.419  0.885
C  2.222  0.199  -0.491
H  -3.663  0.072  -1.204
H  -3.268  -0.801  0.646
H  -3.175  1.105  0.586
H  -1.387  1.528  -0.183
H  -1.162  0.228  1.005
H  1.828  -2.052  -0.707
H  2.540  -1.188  1.346
H  1.245  0.015  1.590
H  3.122  -0.057  -0.868
H  1.740  1.855  -0.282
O  1.442  1.253  -0.957
S  -0.361  -1.004  -0.886

The following is a DFT calculation (wB97M-V/def2-TZVPD) of an isolated ion of composition C15H18N5O2 and charge +1.

Results
energy above the lowest of the compared OMol25 structures with the same formula, charge and spin	0.000	eV
Kohn-Sham gap	8.3	eV
SMILES	CCCC[n+]1ccn(-c2nc3c([N+](=O)[O-])cccc3n2C)c1
E_tot	-1006.316388	a.u.
total charge	+1
LUMO energy	-3.773	eV
HOMO level	-12.112	eV

Atoms and positions in Å:
C  -5.449  -2.292  2.318
C  -5.476  -0.838  1.897
C  -4.451  -0.642  0.802
C  -2.995  -0.879  1.267
N  -1.956  -0.487  0.270
C  -2.176  -0.216  -1.070
C  -0.988  0.064  -1.632
N  -0.028  0.018  -0.649
C  1.360  0.316  -0.733
N  2.011  0.556  0.359
C  3.324  0.824  0.013
C  4.479  1.196  0.787
N  4.472  1.271  2.203
O  3.486  0.869  2.852
O  5.475  1.755  2.731
C  5.668  1.415  0.096
C  5.780  1.331  -1.298
C  4.626  1.063  -2.047
C  3.457  0.749  -1.365
N  2.195  0.425  -1.829
C  1.824  0.468  -3.238
C  -0.657  -0.348  0.538
H  -6.097  -2.400  3.188
H  -5.783  -2.932  1.494
H  -4.473  -2.665  2.613
H  -5.228  -0.176  2.786
H  -6.454  -0.561  1.495
H  -4.536  0.371  0.395
H  -4.725  -1.265  -0.044
H  -2.884  -0.342  2.228
H  -2.853  -1.965  1.432
H  -3.118  -0.191  -1.605
H  -0.895  0.339  -2.685
H  6.554  1.670  0.618
H  6.725  1.516  -1.784
H  4.738  1.084  -3.122
H  1.762  -0.592  -3.626
H  2.549  1.040  -3.800
H  0.875  1.004  -3.353
H  -0.136  -0.553  1.500

The following is a DFT calculation (wB97M-V/def2-TZVPD) of C27H19CrN4O7PS5Sb as an isolated structure.

Results
energy above the lowest of the compared OMol25 structures with the same formula, charge and spin	5.287	eV
Kohn-Sham gap (alpha / beta)	5.5 / 5.5	eV
multiplicity	2
E_tot	-5402.769986	a.u.
LUMO energy (alpha / beta)	-2.719 / -2.741	eV
HOMO level (alpha / beta)	-8.222 / -8.251	eV

Atoms and positions in Å:
Cr  -1.757  0.118  1.745
S  -4.640  -2.235  3.582
Sb  -3.955  -0.095  3.905
S  -1.821  -1.249  3.451
S  -3.852  0.330  1.449
O  -1.252  3.850  1.188
S  -0.856  2.981  0.115
O  -1.232  3.367  -1.221
O  -1.166  1.545  0.335
C  0.943  3.023  0.124
C  1.526  3.701  -0.936
C  2.898  3.904  -0.993
C  3.716  3.435  0.017
C  3.162  2.752  1.084
C  1.786  2.539  1.141
S  1.311  1.561  2.542
O  2.478  1.352  3.335
O  -0.810  1.673  3.946
O  0.536  0.406  2.157
H  0.874  4.080  -1.709
H  3.323  4.444  -1.830
H  4.783  3.606  -0.010
H  3.784  2.391  1.888
N  -1.336  -0.993  0.605
P  -0.631  -1.654  -0.697
C  -0.546  -3.415  -0.415
C  -1.248  -3.966  0.653
C  -1.185  -5.336  0.871
C  -0.432  -6.140  0.028
C  0.268  -5.585  -1.039
C  0.216  -4.219  -1.262
C  1.028  -1.051  -0.951
C  1.950  -1.232  0.081
C  3.249  -0.785  -0.078
C  3.628  -0.164  -1.265
C  2.716  0.001  -2.296
C  1.409  -0.446  -2.143
C  -1.642  -1.317  -2.129
C  -1.829  0.007  -2.534
C  -2.700  0.283  -3.574
C  -3.384  -0.749  -4.203
C  -3.206  -2.064  -3.794
C  -2.340  -2.354  -2.750
H  -1.839  -3.330  1.300
H  -1.727  -5.771  1.701
H  -0.387  -7.208  0.202
H  0.856  -6.217  -1.692
H  0.770  -3.779  -2.083
H  1.648  -1.710  1.004
H  3.964  -0.915  0.724
H  4.644  0.192  -1.385
H  3.015  0.481  -3.218
H  0.692  -0.313  -2.944
H  -1.330  0.824  -2.023
H  -2.854  1.311  -3.874
H  -4.069  -0.527  -5.012
H  -3.750  -2.864  -4.278
H  -2.213  -3.377  -2.420
O  -1.854  1.595  2.957
N  0.196  2.438  3.466
C  0.128  3.801  3.679
C  -1.033  4.332  4.272
N  -1.960  4.797  4.778
C  1.220  4.635  3.350
N  2.118  5.307  3.081

The following is a DFT calculation (wB97M-V/def2-TZVPD) of a 2-piece molecular cluster, CH5NOS overall.

Results
energy above the lowest of the compared OMol25 structures with the same formula, charge and spin	3.523	eV
Kohn-Sham gap (alpha / beta)	7.9 / 8.9	eV
E_tot	-569.158695	a.u.
LUMO energy (alpha / beta)	-0.119 / -0.208	eV
HOMO level (alpha / beta)	-7.981 / -9.114	eV

Atoms and positions in Å:
C  -0.269  0.895  1.321
N  0.190  -0.496  -1.783
O  0.923  -1.923  0.149
S  1.227  -0.643  -0.455
H  0.100  0.201  2.055
H  -1.122  0.528  0.772
H  0.154  0.435  -2.169
H  -0.725  -0.911  -1.661
H  -0.478  1.913  1.772